DFT (wB97M-V/def2-TZVPD) results for a structure of composition C43H33AuF9N3O2PSe.

## Properties
Molar mass   1101.639 g/mol
Largest force on an atom   0.0139 Eh/bohr
Calculated total energy   -156472.3580 eV
Orbital gap (spin up / spin down)   5.3 / 5.0 eV
LUMO level (spin up / spin down)   -5.27 / -5.57 eV

Structure (ORCA input):
```
! wB97M-V def2-TZVPD RIJCOSX def2/J DEFGRID3
* xyz 1 1
Au -0.796 0.347 0.274
O 3.287 -2.776 2.388
C 2.405 -2.715 3.402
C 2.855 -3.148 4.652
C 2.010 -3.134 5.739
C 0.689 -2.693 5.617
C 0.249 -2.243 4.395
C 1.092 -2.233 3.271
C 0.562 -1.644 2.027
O -0.581 -1.101 2.045
N 1.360 -1.693 0.944
N 0.845 -0.982 -0.079
C 1.373 -0.993 -1.246
C 0.751 -0.176 -2.292
C 1.345 -0.009 -3.535
C 0.722 0.798 -4.471
C -0.479 1.409 -4.144
C -1.016 1.187 -2.889
N -0.420 0.412 -1.983
H 2.838 -2.446 1.582
H 3.875 -3.497 4.733
H 2.379 -3.469 6.700
H 0.023 -2.711 6.468
H -0.762 -1.881 4.269
H 2.249 -1.603 -1.447
H 2.287 -0.495 -3.750
H 1.168 0.947 -5.445
H -0.996 2.048 -4.845
H -1.960 1.629 -2.597
F -2.160 3.919 7.341
C -2.510 2.816 6.658
F -2.316 1.762 7.461
F -3.830 2.905 6.416
C -1.732 2.698 5.372
C -0.822 1.668 5.187
C -0.136 1.570 3.987
C -0.357 2.501 2.975
C -1.266 3.535 3.173
C -1.947 3.638 4.374
P 0.446 2.202 1.375
C 2.201 2.057 1.787
C 2.722 2.801 2.848
C 4.057 2.682 3.192
C 4.872 1.809 2.485
C 4.367 1.068 1.430
C 3.031 1.193 1.083
C 6.335 1.688 2.837
F 6.571 2.042 4.107
F 6.776 0.434 2.670
F 7.082 2.485 2.052
C 0.269 3.748 0.435
C 1.254 4.730 0.437
C 1.100 5.882 -0.323
C -0.040 6.051 -1.090
C -1.034 5.080 -1.096
C -0.871 3.932 -0.346
C -0.231 7.287 -1.932
F -0.507 6.961 -3.208
F -1.262 8.023 -1.483
F 0.854 8.067 -1.938
H -0.652 0.943 5.970
H 0.565 0.755 3.847
H -1.441 4.270 2.396
H -2.647 4.448 4.534
H 2.085 3.468 3.415
H 4.460 3.256 4.014
H 5.009 0.383 0.893
H 2.641 0.612 0.262
H 2.152 4.607 1.027
H 1.869 6.641 -0.319
H -1.924 5.220 -1.697
H -1.638 3.166 -0.360
C -7.979 2.095 -1.958
C -6.679 1.851 -1.252
C -6.037 2.875 -0.557
C -4.871 2.657 0.150
C -4.240 3.807 0.879
C -4.315 1.347 0.150
Se -2.945 0.935 1.331
C -4.920 0.307 -0.608
C -4.371 -1.089 -0.715
C -6.098 0.590 -1.278
H -8.301 3.131 -1.868
H -8.762 1.458 -1.544
H -7.892 1.852 -3.018
H -6.473 3.866 -0.561
H -4.922 4.654 0.910
H -3.325 4.137 0.388
H -3.971 3.532 1.899
H -3.353 -1.175 -0.348
H -4.397 -1.410 -1.757
H -4.985 -1.787 -0.144
H -6.581 -0.201 -1.840
*
```

Results of the Löwdin charge analysis, in e, for atoms 1 through 6: 0.760 0.062 -0.261 -0.004 -0.062 -0.079

***

DFT (wB97M-V/def2-TZVPD) results for a structure of composition C43H34Cl3N5O6SV.

## Properties
Molar mass   906.144 g/mol
Expectation value of S²   3.783
Largest force on an atom   0.0289 Eh/bohr
Calculated total energy   -138971.2864 eV
Orbital gap (spin up / spin down)   6.5 / 7.4 eV
LUMO level (spin up / spin down)   -0.08 / -0.46 eV

Structure (ORCA input):
```
! wB97M-V def2-TZVPD RIJCOSX def2/J DEFGRID3
* xyz 0 4
V -0.062 -0.158 0.013
O -1.493 -2.282 3.727
C -0.376 -3.033 3.929
C -0.285 -3.851 5.055
C 0.852 -4.599 5.298
C 1.928 -4.532 4.421
C 1.835 -3.717 3.308
C 0.691 -2.968 3.029
C 0.649 -2.154 1.785
O -0.444 -1.634 1.393
N 1.812 -2.018 1.138
N 1.588 -1.145 0.098
C 2.461 -0.984 -0.864
C 2.132 0.051 -1.836
C 2.858 0.270 -3.006
C 2.464 1.277 -3.859
C 1.350 2.055 -3.546
C 0.664 1.773 -2.385
N 1.035 0.797 -1.545
H -2.126 -2.498 4.421
H -1.122 -3.889 5.744
H 0.900 -5.233 6.174
H 2.822 -5.115 4.599
H 2.654 -3.650 2.606
H 3.349 -1.601 -0.931
H 3.716 -0.351 -3.222
H 3.015 1.459 -4.773
H 1.014 2.854 -4.190
H -0.225 2.317 -2.089
O -1.269 -1.086 -1.716
C -2.504 -1.158 -0.957
C -2.463 0.083 0.032
O -3.125 0.098 1.048
O -1.703 1.031 -0.447
C -2.561 -2.537 -0.322
C -1.811 -3.574 -0.867
C -1.855 -4.847 -0.315
C -2.663 -5.103 0.783
C -3.421 -4.072 1.319
C -3.373 -2.797 0.775
C -3.731 -0.905 -1.834
C -3.607 -0.857 -3.217
C -4.716 -0.621 -4.022
C -5.962 -0.432 -3.448
C -6.089 -0.484 -2.064
C -4.984 -0.717 -1.261
H -1.317 -0.220 -2.157
H -1.171 -3.384 -1.716
H -1.251 -5.637 -0.744
H -2.703 -6.095 1.215
H -4.050 -4.256 2.181
H -3.918 -1.987 1.240
H -2.647 -1.036 -3.683
H -4.599 -0.590 -5.098
H -6.828 -0.249 -4.070
H -7.057 -0.335 -1.603
H -5.089 -0.727 -0.183
Cl 6.432 0.192 -1.010
C 5.673 0.876 0.398
C 4.991 0.052 1.278
C 4.399 0.612 2.397
C 4.485 1.976 2.662
C 3.809 2.536 3.901
C 2.459 3.177 3.651
N 1.480 2.262 3.089
C 0.391 1.734 3.755
C -0.267 0.962 2.862
N 0.388 1.029 1.639
C 1.431 1.806 1.825
O 3.587 1.515 4.850
C 4.754 1.088 5.563
C 4.771 -0.404 5.646
C 3.956 -1.145 6.445
Cl 2.739 -0.536 7.491
S 4.262 -2.821 6.343
C 5.506 -2.565 5.199
C 5.671 -1.245 4.922
C 5.181 2.765 1.756
Cl 5.329 4.483 2.020
C 5.775 2.237 0.621
H 4.920 -1.009 1.092
H 3.853 -0.020 3.086
H 4.432 3.335 4.323
H 2.565 4.050 3.005
H 2.077 3.513 4.613
H 0.218 1.933 4.797
H -1.167 0.380 2.978
H 2.140 2.082 1.060
H 4.734 1.539 6.558
H 5.660 1.425 5.052
H 6.045 -3.404 4.792
H 6.400 -0.866 4.218
H 6.314 2.874 -0.064
*
```

Results of the Löwdin charge analysis, in e, for atoms 1 through 6: 0.852 0.066 -0.243 -0.022 -0.088 -0.126

***

DFT (wB97M-V/def2-TZVPD) results for a structure of composition C43H34N10O5Sc.

## Properties
Molar mass   815.766 g/mol
Largest force on an atom   0.0702 Eh/bohr
Calculated total energy   -90967.2436 eV
Orbital gap   4.6 eV
LUMO level   -8.64 eV

Structure (ORCA input):
```
! wB97M-V def2-TZVPD RIJCOSX def2/J DEFGRID3
* xyz 3 1
Sc 1.312 -1.200 -1.300
O 4.155 -1.050 1.868
C 3.292 -1.386 0.963
O 3.247 -0.889 -0.147
C 2.370 -2.500 1.332
C 2.415 -3.252 2.497
C 1.645 -4.411 2.559
C 0.882 -4.796 1.442
C 0.911 -3.949 0.331
N 1.639 -2.850 0.298
C 0.221 -4.154 -0.976
O -0.612 -5.185 -1.073
O 0.402 -3.394 -1.918
H 4.673 -0.277 1.578
H 3.080 -2.961 3.324
H 1.681 -5.052 3.458
H 0.257 -5.657 1.452
H -0.756 -5.729 -0.252
C 1.528 -1.259 -4.342
N 0.407 -1.054 -3.348
C -0.143 0.373 -3.440
C 0.975 1.263 -2.932
N 2.054 0.708 -2.375
C 2.975 1.679 -2.168
C 4.322 1.609 -1.670
C 5.043 2.812 -1.622
C 4.420 4.007 -1.986
C 3.125 4.113 -2.519
C 2.421 2.933 -2.562
N 1.124 2.580 -3.070
C 2.649 -2.064 -3.799
N 2.842 -2.233 -2.492
C 4.092 -2.913 -2.404
C 4.864 -3.431 -1.349
C 6.138 -3.950 -1.617
C 6.686 -3.832 -2.914
C 5.929 -3.377 -3.965
C 4.636 -2.970 -3.721
N 3.711 -2.383 -4.558
H 1.958 -0.297 -4.565
H 1.093 -1.664 -5.274
H -0.349 -1.706 -3.545
H -1.011 0.369 -2.838
H -0.458 0.711 -4.438
H 4.700 0.668 -1.359
H 6.103 2.789 -1.458
H 5.018 4.925 -1.964
H 2.690 5.065 -2.853
H 0.488 3.283 -3.385
H 4.551 -3.506 -0.281
H 6.754 -4.270 -0.847
H 7.707 -4.117 -3.092
H 6.309 -3.365 -4.944
H 3.767 -2.196 -5.581
C -8.773 5.349 6.123
O -8.790 4.156 5.344
C -7.675 3.684 4.800
C -7.929 2.537 3.979
C -6.898 1.928 3.294
C -5.597 2.403 3.379
C -5.350 3.494 4.244
C -6.375 4.105 4.969
C -4.566 1.830 2.601
N -4.669 0.915 1.579
C -3.375 0.757 1.100
C -2.477 1.521 1.809
N -3.224 2.181 2.753
C -1.074 1.435 1.652
C -0.145 2.271 2.315
C 1.174 2.184 1.969
C 1.569 1.274 0.947
N 0.765 0.399 0.401
C -0.571 0.516 0.741
C -1.485 -0.363 0.047
N -0.986 -1.255 -0.834
C -1.869 -1.924 -1.579
C -3.262 -1.792 -1.573
C -3.784 -0.934 -0.633
C -2.886 -0.184 0.181
H -9.796 5.558 6.365
H -8.264 6.170 5.580
H -8.284 5.130 7.066
H -8.931 2.176 3.889
H -7.043 1.086 2.628
H -4.372 3.938 4.312
H -6.131 4.844 5.738
H -2.837 2.745 3.459
H -0.437 2.951 3.053
H 1.922 2.780 2.441
H 2.615 1.329 0.613
H -1.440 -2.587 -2.307
H -3.853 -2.443 -2.198
H -4.831 -0.772 -0.405
*
```

Results of the Löwdin charge analysis, in e, for atoms 1 through 6: 1.102 0.226 -0.465 0.009 -0.158 0.077

***

DFT (wB97M-V/def2-TZVPD) results for a structure of composition C43H35ClMoN6O3S3.

## Properties
Molar mass   911.386 g/mol
Expectation value of S²   2.060
Largest force on an atom   0.0498 Eh/bohr
Calculated total energy   -107124.9198 eV
Orbital gap (spin up / spin down)   4.9 / 4.5 eV
LUMO level (spin up / spin down)   -1.04 / -1.32 eV

Structure (ORCA input):
```
! wB97M-V def2-TZVPD RIJCOSX def2/J DEFGRID3
* xyz 0 3
Mo -0.074 0.073 -0.701
Cl -6.292 3.976 -1.206
C -4.648 3.486 -0.970
C -3.948 3.968 0.124
C -2.627 3.586 0.291
C -2.027 2.720 -0.600
O -0.638 2.447 -0.530
C -2.739 2.178 -1.684
C -2.169 1.252 -2.621
N -1.169 0.455 -2.325
C -0.641 -0.381 -3.312
C -1.361 -1.074 -4.266
C -0.700 -1.928 -5.162
C 0.666 -2.029 -5.177
C 1.442 -1.298 -4.249
C 2.852 -1.329 -4.185
C 3.489 -0.640 -3.182
C 2.741 0.031 -2.210
N 1.416 0.082 -2.232
C 0.775 -0.520 -3.282
C -4.060 2.612 -1.856
H -4.412 4.643 0.828
H -2.063 3.964 1.130
H -2.590 1.225 -3.623
H -2.438 -0.998 -4.286
H -1.289 -2.514 -5.855
H 1.168 -2.689 -5.872
H 3.406 -1.895 -4.923
H 4.568 -0.640 -3.114
H 3.215 0.522 -1.367
H -4.631 2.238 -2.697
C -1.594 -1.620 3.324
C -0.854 -0.812 2.285
S -1.813 -0.207 0.949
C 0.459 -0.537 2.398
C 1.317 -1.067 3.520
S 1.312 0.519 1.261
H -2.639 -1.709 3.033
H -1.544 -1.146 4.307
H -1.167 -2.622 3.410
H 0.745 -1.158 4.445
H 2.163 -0.401 3.688
H 1.711 -2.058 3.273
C 5.328 6.024 4.378
C 4.843 6.153 5.795
O 5.562 6.296 6.745
S 3.071 6.180 6.097
C 2.332 5.517 4.613
C 2.018 4.162 4.578
C 1.425 3.622 3.451
C 1.141 4.434 2.348
C 1.436 5.797 2.405
C 2.026 6.338 3.535
C 0.505 3.848 1.209
C 0.027 3.103 0.399
H 6.327 5.593 4.388
H 5.394 7.029 3.955
H 4.668 5.429 3.756
H 2.231 3.545 5.440
H 1.175 2.571 3.405
H 1.192 6.432 1.564
H 2.245 7.396 3.591
N 4.501 -2.685 0.365
C 3.764 -3.752 -0.042
O 4.177 -4.893 0.021
C 2.404 -3.430 -0.586
C 1.786 -4.349 -1.430
C 0.543 -4.015 -1.931
C -0.021 -2.795 -1.613
N 0.560 -1.888 -0.801
C 1.760 -2.246 -0.288
H 5.424 -2.857 0.724
H 4.201 -1.736 0.238
H 2.277 -5.286 -1.654
H 0.005 -4.688 -2.583
H -0.989 -2.519 -1.996
H 2.188 -1.533 0.402
N -4.966 -2.668 -2.261
C -4.086 -1.642 -2.050
N -3.061 -1.976 -1.327
C -3.273 -3.306 -0.991
C -2.527 -4.161 -0.181
C -2.979 -5.457 -0.028
C -4.150 -5.903 -0.653
C -4.917 -5.067 -1.441
C -4.465 -3.761 -1.589
H -5.823 -2.623 -2.782
H -4.246 -0.649 -2.441
H -1.631 -3.806 0.310
H -2.419 -6.143 0.593
H -4.470 -6.926 -0.503
H -5.827 -5.413 -1.914
*
```

Results of the natural (NBO) charge analysis, in e, for atoms 1 through 6: 0.673 0.005 -0.046 -0.210 -0.237 0.293

***

DFT (wB97M-V/def2-TZVPD) results for a structure of composition C43H36FN6O7Ru.

## Properties
Molar mass   868.864 g/mol
Expectation value of S²   0.765
Largest force on an atom   0.0796 Eh/bohr
Calculated total energy   -73747.9661 eV
Orbital gap (spin up / spin down)   6.9 / 6.4 eV
LUMO level (spin up / spin down)   -0.79 / -1.13 eV

Structure (ORCA input):
```
! wB97M-V def2-TZVPD RIJCOSX def2/J DEFGRID3
* xyz 0 2
Ru 0.235 -0.288 -0.079
C -0.435 -0.354 4.256
C 0.840 -0.081 4.736
C 1.884 0.109 3.859
C 1.670 0.054 2.471
C 0.360 -0.196 1.974
C -0.663 -0.405 2.883
C 2.708 0.186 1.488
C 4.071 0.122 1.778
C 5.000 0.036 0.770
C 4.564 0.094 -0.581
C 5.438 -0.007 -1.661
C 4.984 0.117 -2.970
C 3.651 0.395 -3.207
C 2.756 0.490 -2.151
C 3.170 0.284 -0.827
N 2.262 0.283 0.181
H -1.247 -0.526 4.946
H 1.014 -0.019 5.801
H 2.870 0.316 4.246
H -1.664 -0.622 2.531
H 4.382 0.072 2.808
H 6.050 -0.090 0.985
H 6.486 -0.182 -1.464
H 5.676 0.018 -3.791
H 3.303 0.545 -4.220
H 1.720 0.723 -2.342
C -5.323 -0.491 -3.291
O -4.657 0.515 -2.562
C -5.393 1.552 -2.066
C -6.730 1.772 -2.381
C -7.430 2.832 -1.834
C -6.804 3.704 -0.962
C -5.472 3.504 -0.645
C -4.756 2.434 -1.172
N -3.390 2.358 -0.834
C -2.628 1.320 -0.382
N -3.251 0.127 -0.246
C -2.737 -1.156 -0.106
C -1.401 -1.481 0.140
C -1.063 -2.827 0.283
C -2.001 -3.831 0.136
C -3.327 -3.508 -0.112
C -3.697 -2.185 -0.227
O -5.011 -1.813 -0.490
C -5.851 -1.819 0.647
N -1.394 1.501 -0.019
C -0.792 2.764 -0.073
C 0.184 3.002 -1.040
C 0.779 4.240 -1.179
C 0.404 5.279 -0.341
C -0.535 5.056 0.645
C -1.137 3.813 0.801
O -2.098 3.717 1.780
C -1.996 2.631 2.681
H -4.582 -1.272 -3.456
H -5.698 -0.106 -4.245
H -6.154 -0.908 -2.712
H -7.230 1.123 -3.082
H -8.468 2.972 -2.100
H -7.345 4.534 -0.533
H -4.965 4.171 0.038
H -2.955 3.266 -0.721
H -4.204 0.097 -0.594
H -0.026 -3.092 0.480
H -1.706 -4.867 0.208
H -4.073 -4.279 -0.226
H -5.992 -2.832 1.035
H -6.810 -1.420 0.318
H -5.445 -1.188 1.446
H 0.420 2.195 -1.719
H 1.515 4.398 -1.950
H 0.852 6.256 -0.446
H -0.839 5.840 1.321
H -2.371 2.994 3.640
H -0.960 2.303 2.796
H -2.602 1.783 2.351
F -1.499 2.734 -5.470
C -1.758 1.416 -5.362
C -0.790 0.571 -4.944
N -0.998 -0.773 -4.834
C -0.037 -1.588 -4.128
C 0.079 -1.118 -2.667
O 0.742 -1.803 -1.870
O -0.479 -0.044 -2.355
C -2.222 -1.331 -5.146
O -2.467 -2.508 -5.013
N -3.144 -0.445 -5.649
C -3.084 0.950 -5.712
O -4.054 1.594 -6.036
H 0.192 0.938 -4.688
H 0.948 -1.534 -4.602
H -0.386 -2.622 -4.150
H -4.038 -0.858 -5.893
*
```

Results of the Löwdin charge analysis, in e, for atoms 1 through 6: 1.321 -0.075 -0.086 -0.033 -0.188 -0.170

***

largest force on an atom of number 3 (C43H34N10O5Sc)? 0.0702 Eh/bohr

***

The lowest molar mass belongs to which entry? C43H34N10O5Sc

***

The highest largest force on an atom belongs to which entry? C43H36FN6O7Ru

***

The lowest calculated total energy belongs to which entry? C43H33AuF9N3O2PSe